Arrangement 1

{"formula": "C3H6O2S2", "method": "ωB97M-V/def2-TZVPD", "species": ["C", "C", "C", "O", "O", "S", "S", "H", "H", "H", "H", "H", "H"], "coordinates": [[0.98, -0.02, -0.43], [0.17, 1.27, -0.27], [0.33, -1.29, 0.02], [-1.60, 0.48, 1.46], [-0.11, -1.52, 1.21], [-1.89, -0.63, -1.20], [-1.65, 0.97, 0.05], [1.25, -0.16, -1.48], [1.90, 0.08, 0.15], [0.48, 1.86, 0.60], [0.23, 1.89, -1.16], [0.56, -2.19, -0.54], [-0.65, -0.71, 1.58]], "homo_ev": -8.6821, "homo_lumo_gap_ha": 0.3101}

=====

Arrangement 2

{"formula": "C3H6O2S2", "method": "ωB97M-V/def2-TZVPD", "species": ["C", "O", "C", "S", "C", "O", "S", "H", "H", "H", "H", "H", "H"], "coordinates": [[-0.02, -2.05, -0.41], [0.58, -0.93, 0.33], [1.43, -0.13, -0.32], [0.52, 1.36, -1.10], [-0.11, 2.18, 0.38], [2.52, -0.59, -1.04], [3.09, 0.09, 0.43], [0.19, -2.98, 0.02], [0.24, -2.08, -1.44], [-1.14, -1.80, -0.35], [-0.98, 2.74, 0.15], [0.73, 2.65, 0.96], [-0.64, 1.58, 1.14]], "homo_ev": -8.7597, "homo_lumo_gap_ha": 0.3279, "smiles": "CO[C@]1(SC)OS1"}

=====

Arrangement 3

{"formula": "C3H6O2S2", "method": "ωB97M-V/def2-TZVPD", "species": ["C", "C", "C", "O", "O", "S", "S", "H", "H", "H", "H", "H", "H"], "coordinates": [[0.40, -0.40, -0.16], [-0.02, -2.00, 1.40], [-0.75, 1.29, -1.17], [1.60, -0.28, -0.04], [-0.57, -1.11, 0.43], [0.18, 1.58, -2.70], [-1.01, 2.46, 0.08], [-0.59, -3.07, 1.46], [-0.07, -1.45, 2.40], [0.99, -2.17, 1.14], [-1.68, 0.82, -1.54], [1.33, 1.86, -1.92], [0.19, 2.47, 0.63]], "homo_ev": [-8.1766, -8.1759], "homo_lumo_gap_ha": [0.3051, 0.3051]}

=====

Most stable pick: arrangement 1. Distance to second place: 35.1 kcal/mol.

=====

Arrangement 1

{"formula": "C3H8N2", "method": "ωB97M-V/def2-TZVPD", "species": ["C", "C", "N", "C", "N", "H", "H", "H", "H", "H", "H", "H", "H"], "coordinates": [[0.72, -0.37, -1.67], [0.09, 0.81, -0.96], [0.28, 0.96, 0.46], [-0.10, 0.10, 1.30], [-0.80, -1.07, 1.15], [0.15, -1.28, -1.89], [1.55, -0.81, -1.09], [1.14, -0.14, -2.66], [-0.98, 0.92, -1.23], [0.56, 1.70, -1.38], [0.12, 0.30, 2.35], [-1.20, -1.33, 0.26], [-1.53, -1.30, 1.82]], "homo_ev": -9.0212, "homo_lumo_gap_ha": 0.3688, "smiles": "CC/N=C\\N"}

=====

Arrangement 2

{"formula": "C3H8N2", "method": "ωB97M-V/def2-TZVPD", "species": ["C", "C", "N", "N", "C", "H", "H", "H", "H", "H", "H", "H", "H"], "coordinates": [[2.28, -0.05, 0.02], [0.82, -0.01, -0.02], [0.01, -0.98, -0.08], [-1.38, -0.83, 0.18], [-1.97, 0.45, -0.04], [2.75, -0.88, -0.62], [2.73, 0.92, -0.17], [2.59, -0.30, 1.00], [0.42, 1.03, 0.08], [-1.86, -1.64, -0.20], [-3.11, 0.25, 0.08], [-1.65, 0.88, -0.98], [-1.64, 1.16, 0.75]], "homo_ev": -8.5421, "homo_lumo_gap_ha": 0.3556, "smiles": "C/C=N/NC"}

=====

Arrangement 3

{"formula": "C3H8N2", "method": "ωB97M-V/def2-TZVPD", "species": ["C", "C", "N", "C", "N", "H", "H", "H", "H", "H", "H", "H", "H"], "coordinates": [[-0.01, -2.05, 0.35], [-0.21, -0.61, -0.12], [0.70, 0.26, 0.58], [0.67, 1.49, 0.30], [-0.14, 2.09, -0.65], [1.00, -2.37, 0.09], [-0.74, -2.74, -0.08], [-0.08, -2.09, 1.43], [-1.24, -0.31, 0.04], [-0.01, -0.57, -1.20], [1.33, 2.20, 0.77], [-0.98, 1.61, -0.94], [-0.30, 3.09, -0.56]], "homo_ev": -9.2416, "homo_lumo_gap_ha": 0.3761, "smiles": "CC/N=C\\N"}

=====

Most stable pick: arrangement 3. Distance to second place: 10.0 kcal/mol.

=====

Arrangement 1

{"formula": "C5H8O3", "method": "ωB97M-V/def2-TZVPD", "species": ["C", "O", "C", "C", "O", "C", "C", "O", "H", "H", "H", "H", "H", "H", "H", "H"], "coordinates": [[2.38, -0.07, -0.26], [1.51, -0.75, 0.50], [0.16, -0.57, -0.02], [-0.68, -1.47, -0.39], [-1.99, -1.10, -0.46], [-2.07, 0.15, 0.40], [-0.56, 0.68, 0.42], [-0.39, 1.68, -0.62], [2.32, 0.87, 0.22], [1.96, -0.03, -1.37], [3.34, -0.79, -0.32], [-0.40, -2.60, -0.57], [-2.79, 0.88, 0.04], [-2.50, -0.32, 1.32], [0.16, 0.88, 1.36], [-0.44, 2.58, -0.27]], "homo_ev": -8.8905, "homo_lumo_gap_ha": 0.3537, "smiles": "COC1=COC[C@@H]1O"}

=====

Arrangement 2

{"formula": "C5H8O3", "method": "ωB97M-V/def2-TZVPD", "species": ["C", "C", "O", "O", "C", "C", "C", "O", "H", "H", "H", "H", "H", "H", "H", "H"], "coordinates": [[-0.69, -1.67, 1.97], [-0.21, -1.50, 0.58], [-0.77, -1.97, -0.40], [0.79, -0.60, 0.53], [1.22, 0.03, -0.70], [0.88, 1.52, -0.62], [-0.27, 2.10, -1.04], [-1.41, 1.51, -1.40], [-0.13, -1.08, 2.61], [-0.47, -2.66, 2.14], [-1.74, -1.28, 1.89], [0.61, -0.37, -1.54], [2.25, -0.12, -0.91], [1.69, 2.21, -0.35], [-0.34, 3.24, -0.92], [-1.40, 0.64, -1.83]], "homo_ev": -9.1805, "homo_lumo_gap_ha": 0.3668, "smiles": "CC(=O)OC/C=C\\O"}

=====

Arrangement 3

{"formula": "C5H8O3", "method": "ωB97M-V/def2-TZVPD", "species": ["O", "C", "C", "C", "O", "C", "C", "O", "H", "H", "H", "H", "H", "H", "H", "H"], "coordinates": [[0.13, -2.13, 0.89], [1.12, -1.10, 1.33], [0.68, 0.09, 0.47], [0.73, -0.17, -0.94], [0.08, 0.82, -1.70], [-0.95, 1.52, -1.15], [-1.34, 1.14, 0.11], [-0.67, 0.24, 0.84], [-0.74, -1.61, 0.70], [1.09, -0.89, 2.32], [2.06, -1.62, 0.92], [1.33, 0.97, 0.65], [0.16, -1.10, -1.17], [1.74, -0.08, -1.35], [-1.23, 2.31, -1.91], [-2.17, 1.73, 0.63]], "homo_ev": -8.2832, "homo_lumo_gap_ha": 0.3384, "smiles": "OC[C@H]1COC=CO1"}

=====

Most stable pick: arrangement 2. Distance to second place: 37.1 kcal/mol.

=====

Arrangement 1

{"formula": "C5H8O3", "method": "ωB97M-V/def2-TZVPD", "species": ["C", "C", "O", "C", "O", "C", "C", "O", "H", "H", "H", "H", "H", "H", "H", "H"], "coordinates": [[1.14, 1.14, -0.97], [0.18, 0.00, -0.91], [-0.29, -0.35, -2.15], [0.11, -0.90, 0.14], [-0.64, -2.02, -0.12], [0.12, -0.41, 1.51], [-1.07, 0.73, 0.93], [-0.91, 1.91, 1.08], [0.61, 2.09, -0.85], [1.90, 1.10, -0.19], [1.64, 1.14, -1.94], [-0.80, -1.17, -2.08], [-0.74, -2.54, 0.68], [-0.22, -1.12, 2.26], [0.99, 0.19, 1.77], [-2.02, 0.19, 0.83]], "homo_ev": -7.7503, "homo_lumo_gap_ha": 0.3019, "smiles": "C/C(O)=C(/O)CC=O"}

=====

Arrangement 2

{"formula": "C5H8O3", "method": "ωB97M-V/def2-TZVPD", "species": ["C", "C", "C", "C", "C", "O", "O", "H", "H", "H", "H", "H", "H", "O", "H", "H"], "coordinates": [[1.96, 1.15, -0.23], [0.74, 0.77, -0.35], [-0.50, 0.37, -0.47], [-1.32, 0.62, -1.71], [-1.14, -0.35, 0.64], [-0.58, -0.71, 1.65], [-2.44, -0.60, 0.44], [2.78, 0.50, -0.50], [2.23, 2.12, 0.17], [-1.77, -0.31, -2.05], [-0.70, 1.04, -2.49], [-2.13, 1.32, -1.48], [-2.81, -1.08, 1.19], [2.19, -1.44, 1.54], [1.29, -1.09, 1.65], [2.19, -2.30, 1.98]], "homo_ev": -9.9264, "homo_lumo_gap_ha": 0.3881, "smiles": "C=C=C(C)C(=O)O.O"}

=====

Arrangement 3

{"formula": "C5H8O3", "method": "ωB97M-V/def2-TZVPD", "species": ["C", "C", "C", "C", "C", "O", "O", "O", "H", "H", "H", "H", "H", "H", "H", "H"], "coordinates": [[-0.14, 0.11, 0.69], [-0.84, 0.98, -0.06], [0.78, -1.56, -0.93], [-1.78, 2.08, 0.68], [2.16, -1.88, -0.73], [-0.04, -1.82, -1.70], [0.01, -0.40, 1.88], [-0.71, 1.16, -1.38], [-2.37, 1.65, 1.56], [-1.26, 2.95, 1.16], [-2.38, 2.42, -0.07], [2.43, -1.66, 0.26], [2.84, -1.49, -1.44], [2.26, -3.05, -0.79], [-0.26, 0.15, 2.67], [-0.69, 0.36, -1.81]], "homo_ev": [-7.4902, -7.5839], "homo_lumo_gap_ha": [0.2942, 0.2997]}

=====

Most stable pick: arrangement 2. Distance to second place: 36.3 kcal/mol.